# 1
62
Properties=species:S:1:pos:R:3 method="wB97M-V/def2-TZVPD" e_lumo_ev=-5.3 homo_lumo_gap_ev=4.94 e_homo_ev=-10.3 charge=+1
S -3.73922 -1.46860 0.17418
P -5.64147 0.46987 0.83904
F -3.32189 -1.69631 -1.32979
O -4.97998 -2.11244 0.41976
O 4.61904 -0.33784 3.45921
O -2.71399 -1.94877 0.99376
O -0.87870 0.23668 0.88241
O -6.04978 1.87823 0.87809
O 4.48732 -0.83181 -1.05159
N -4.33802 0.89762 -1.84425
N -2.38804 1.68226 -0.99973
N -6.15918 1.01941 -4.18777
N -3.36192 3.12310 1.96252
N -3.92974 0.24060 0.37877
N -1.25058 0.91869 -1.31471
N 4.76431 -2.63197 1.53605
C 5.87154 -2.06825 2.30131
C 3.24084 -0.51546 3.72791
C -0.77783 0.04087 -0.27984
C -2.19746 2.82943 -0.08368
C -4.90657 0.97875 -4.23565
C -4.03491 1.56783 -3.12406
C -0.04608 -1.22316 -0.76254
C 5.40133 -1.51574 3.63510
C -3.42006 3.24721 0.71849
C -0.18960 1.67875 -1.99779
C 5.51381 -1.77053 -0.76520
C 4.27663 0.14857 -0.05155
C 5.08248 -2.92599 0.13924
C -3.56103 0.96128 -0.83054
H -0.75741 -1.93255 -1.19688
H -1.37501 2.70123 0.62911
H 3.86383 1.03784 -0.53254
H 0.31914 0.98309 -2.67419
H 6.28164 -1.22311 4.21302
H -4.35037 3.62628 0.27320
H -5.77160 -0.16332 2.09533
H 0.70043 -0.94472 -1.51769
H 5.78642 -2.20664 -1.72969
H 5.20071 0.43166 0.45631
H -1.90432 3.70036 -0.69824
H -4.25144 3.41473 2.37580
H 2.74699 -1.08506 2.93344
H 3.08449 -1.01267 4.68860
H 6.41297 -1.26086 -0.40252
H 4.86797 -2.27470 4.21478
H 5.85626 -3.69946 0.11463
H 0.45109 -1.66736 0.10109
H -3.00238 1.38920 -3.43319
H 3.98910 -1.98320 1.55376
H -6.50472 -0.22653 -0.04834
H -4.40408 0.53400 -5.10594
H 6.61836 -2.84730 2.47869
H 6.35840 -1.24572 1.76312
H 4.18278 -3.36811 -0.29777
H -5.21385 0.37049 -1.84334
H 2.78154 0.47196 3.77188
H -4.19884 2.64692 -3.01569
H -6.49993 0.57338 -5.04302
H 0.50807 2.18752 -1.32392
H 3.53611 -0.20030 0.67348
H -0.68361 2.40062 -2.66047

# 2
58
Properties=species:S:1:pos:R:3 method="wB97M-V/def2-TZVPD" e_lumo_ev="-8.9 / -8.5" homo_lumo_gap_ev="5.83 / 6.30" e_homo_ev="-14.8 / -14.8" charge=+2 e_above_lowest_kcal_mol=24.7
Sn 0.47081 -0.38669 -2.51888
S 1.36287 -1.24142 -0.07574
S -1.28045 -1.46199 1.36506
P 0.64337 -1.05416 1.77688
O 2.64944 0.13380 -2.78609
O 0.72162 0.34703 2.40829
O 1.30739 -2.02437 2.76605
N -0.08564 3.93165 -1.81200
N -2.90226 0.51690 -0.93909
N -2.72655 -0.38669 -1.91194
N 0.13640 1.54391 -2.02187
N -1.44685 5.72667 -0.80224
C -3.66261 2.60762 0.03067
C -0.02320 2.72212 -1.88304
C -4.07614 1.42899 -0.83807
C 3.03700 -3.61865 2.08222
C 3.56967 -0.10089 -3.91012
C 2.00121 0.51732 4.50056
C -4.52439 1.87179 -2.22244
C 2.86935 -0.94948 -4.93755
C 1.83666 1.06067 3.10355
C 0.60222 -4.32663 2.19095
C 3.09053 1.01302 2.26548
C 1.70015 -3.46706 2.76173
C -0.80826 4.89003 -1.26672
C -5.15559 0.58676 -0.13356
H 3.53798 -1.12560 -5.77850
H 2.40235 -0.49485 4.49484
H 3.78060 -2.95676 2.52433
H -3.24534 -0.11722 -2.74762
H -2.43367 0.26591 -0.06049
H 3.46681 -0.00865 2.17525
H 1.97779 -0.45114 -5.32564
H -2.89468 3.20715 -0.44956
H 1.05629 0.52514 5.04070
H -5.02154 1.07581 -2.78136
H -3.29306 2.27611 1.00338
H 0.88517 -5.37027 2.32377
H -5.42401 -0.29432 -0.71720
H 3.84936 0.87070 -4.31464
H -3.69507 2.27454 -2.80752
H 2.70022 1.16116 5.03457
H -4.84245 0.28148 0.86485
H -2.91633 -1.35500 -1.64402
H -4.52800 3.24449 0.19894
H 2.91906 1.42313 1.27029
H 3.37530 -4.64500 2.22035
H 4.45246 -0.59733 -3.51106
H 3.08242 0.65828 -2.10015
H 1.43984 2.07346 3.14142
H -6.03812 1.21920 -0.03920
H 2.59072 -1.92120 -4.52625
H -0.34468 -4.16525 2.70330
H 0.46904 -4.14462 1.12288
H 1.80691 -3.65144 3.82926
H -5.25145 2.67262 -2.10415
H 2.97045 -3.42011 1.01169
H 3.85890 1.60934 2.75549

# 3
60
Properties=species:S:1:pos:R:3 method="wB97M-V/def2-TZVPD" e_lumo_ev="-3.8 / -5.9" s_squared=6.090 homo_lumo_gap_ev="5.70 / 5.67" spin_multiplicity=5 e_homo_ev="-9.5 / -11.5" charge=+1 e_above_lowest_kcal_mol=73.1
Rh 1.60620 -0.00032 0.32835
S -1.13710 0.27319 -0.34442
O -0.26139 -2.13623 1.20759
O 4.18755 1.73192 1.15433
O 0.27257 -0.11835 2.89770
O 2.17859 0.39968 -2.54481
O 4.76524 1.83317 -1.30365
O 2.23576 2.53759 -0.93453
N 1.97336 1.91959 0.13012
N 0.97430 0.57725 2.08678
N 1.61367 -0.39329 -1.63458
N -3.31186 -1.14874 0.54560
N 0.22792 -1.47817 0.12074
N -3.41308 0.05834 -1.46327
C 1.29008 1.87499 2.37610
C 1.05170 -1.53551 -2.05899
C -4.86362 0.13459 -1.43464
C -3.02456 -1.03504 1.96493
C 1.15782 -1.98506 -3.47751
C 2.23041 4.04735 1.34425
C -2.74839 0.95795 -2.39269
C 0.98121 2.40115 3.73923
C 3.21463 -0.81678 1.04250
C 1.85823 2.60695 1.31386
C -2.70626 -0.34669 -0.38532
C 0.29112 -2.17898 -1.05383
C -0.45588 -3.45016 -1.19163
C -3.90701 -2.41552 0.14527
H -2.44490 -0.13101 2.15914
H 1.47165 1.78742 4.50490
H 4.59610 1.98735 -0.30281
H 3.98222 -0.03303 1.13016
H -3.49429 1.34239 -3.08627
H -2.48224 -1.90987 2.33647
H 4.81743 1.95581 1.84693
H -4.91636 -2.49145 0.56219
H -0.17158 -1.40798 1.93045
H 2.96517 -1.25329 2.02240
H -1.13596 -3.60725 -0.34042
H 1.97434 -1.43840 -3.96039
H 2.06080 4.45432 2.34239
H 3.44239 -1.67364 0.38926
H 2.31516 1.27688 -2.04176
H -2.26256 1.79141 -1.85544
H -0.09800 2.39404 3.93643
H 1.31915 3.43342 3.86887
H 1.63323 4.64216 0.64410
H -5.26905 -0.38289 -2.30354
H 0.27485 -4.27742 -1.19784
H -3.96440 -2.51248 -0.94204
H -1.02929 -3.52365 -2.13396
H -3.32909 -3.25238 0.55731
H 4.96491 0.88887 -1.31112
H 1.37807 -3.06077 -3.51303
H 3.28881 4.16909 1.09554
H 0.22657 -1.80558 -4.03816
H -5.26007 -0.31074 -0.52596
H -3.97413 -0.96494 2.50811
H -5.18654 1.17599 -1.50456
H -1.97363 0.42273 -2.95481

# 4
61
Properties=species:S:1:pos:R:3 method="wB97M-V/def2-TZVPD" e_lumo_ev=0.1 homo_lumo_gap_ev=8.40 e_homo_ev=-8.3 charge=0 e_above_lowest_kcal_mol=25.4
Ba -19.12557 4.58884 -5.12353
F -21.57449 5.81209 -4.81800
F -20.97832 4.46708 -3.20018
F -23.09174 4.99069 -3.31895
F -21.58934 6.55894 -2.66304
O -19.54095 5.80851 -7.49632
O -18.44142 6.11156 -2.83335
O -19.30327 1.91626 -4.97663
O -16.59913 3.48008 -4.03974
O -19.04912 7.36030 -5.12579
O -18.12573 2.92304 -7.13964
O -16.32890 5.11442 -5.36913
O -21.19971 3.58166 -6.71800
C -18.61921 1.01824 -5.88943
C -18.25859 7.57464 -2.88783
C -18.49330 5.68733 -1.55905
C -18.03533 7.95438 -4.34851
C -21.64276 4.59046 -7.58846
C -22.26365 2.89940 -6.10232
C -19.22835 1.41652 -3.70378
C -14.34448 4.32989 -4.26512
C -18.53171 6.61604 -8.08930
C -18.72449 1.65990 -7.26850
C -15.84549 4.31979 -4.53519
C -16.98973 3.12204 -7.97916
C -20.43168 5.12917 -8.37646
C -20.02152 8.43742 -5.36209
B -21.84953 5.50955 -3.49789
H -16.09649 2.66356 -7.55489
H -22.28760 4.10179 -8.31886
H -18.18284 1.36335 -3.40016
H -17.59432 1.05659 -5.52034
H -17.06549 7.49174 -4.53147
H -18.94069 -0.02327 -5.89172
H -13.90517 3.55869 -4.89785
H -19.70276 2.13253 -3.03269
H -18.42575 1.07632 -8.13930
H -14.18438 3.99298 -3.24093
H -19.59169 9.14486 -6.07123
H -19.65655 0.43298 -3.51042
H -17.38655 7.87807 -2.30854
H -20.82393 5.81807 -9.12456
H -13.81685 5.27377 -4.40219
H -20.02276 4.27101 -8.90981
H -17.86426 6.99830 -7.31697
H -19.03515 4.75345 -1.40946
H -19.14497 8.06977 -2.49126
H -18.98447 6.41287 -0.91063
H -18.98913 7.44676 -8.62668
H -20.37025 8.98005 -4.48343
H -17.79223 9.00147 -4.52905
H -22.92529 3.51225 -5.49016
H -21.88923 2.15522 -5.39940
H -16.74160 4.18248 -8.02373
H -17.07568 2.71459 -8.98648
H -19.78805 1.78988 -7.46863
H -18.00967 5.99714 -8.81905
H -22.19819 5.37912 -7.08090
H -20.85018 7.88657 -5.80705
H -22.83011 2.27063 -6.78925
H -17.45771 5.57979 -1.23644

# 5
61
Properties=species:S:1:pos:R:3 method="wB97M-V/def2-TZVPD" e_lumo_ev=-0.2 homo_lumo_gap_ev=1.28 e_homo_ev=-1.4 charge=-1
Br -7.89865 2.98875 1.57738
P -0.02575 -1.19716 0.56599
P 7.42534 -2.74396 0.63246
O -1.00064 -0.70926 -0.44367
O -0.38837 -2.82542 0.60245
O 6.20756 -2.00533 1.03121
O -4.42500 4.75391 -0.89373
O 8.82716 -2.12634 1.23881
O 0.50784 0.30688 1.08313
O 7.76758 -2.18238 -0.88327
O 1.46026 -1.53219 -0.05772
O 7.41674 -3.96257 1.77144
O -4.37622 4.16303 -3.04994
N -8.24804 1.31815 -0.93366
C -3.13582 2.31028 -0.06176
C 8.22702 -5.14064 1.61045
C -0.73501 -3.38334 -0.66236
C -6.86429 4.78066 -0.38776
C 7.57078 -0.77604 -1.05128
C 1.21330 0.46930 2.32710
C -4.11729 3.89356 -1.88692
C -5.47508 4.28167 0.00093
C 2.35221 -2.39980 0.65951
C -7.79963 2.66709 -1.31785
C -7.97799 3.75736 -0.26715
C -7.15174 0.45050 -0.49842
C 10.07263 -2.44451 0.61054
C -3.37406 2.62330 -1.54282
H -8.42881 2.96272 -2.15703
H -3.16497 3.17892 0.58013
H 1.21219 1.52985 2.56541
H -8.57977 0.91341 -1.79551
H -6.92140 -0.32687 -1.22647
H 10.01075 -3.33276 -0.02055
H 6.52004 -0.55794 -1.22560
H 10.80922 -2.62330 1.39264
H 2.24798 0.12932 2.22965
H 7.92380 -0.22048 -0.18374
H -3.89903 1.61597 0.27199
H -0.09300 -2.99831 -1.45335
H -0.59139 -4.46037 -0.56532
H -6.24410 1.01274 -0.30438
H 8.15486 -5.55210 0.60339
H -2.41532 2.68226 -2.04642
H -1.77569 -3.17468 -0.89925
H 2.34121 -3.38904 0.19968
H 0.72801 -0.06595 3.14358
H -3.90318 1.79151 -1.99227
H -5.48868 3.19838 0.01199
H -7.14816 5.62100 0.24034
H -6.88442 5.12086 -1.42074
H 9.27290 -4.92247 1.84186
H -7.41047 -0.04573 0.43393
H -2.19390 1.78619 0.03804
H 2.07725 -2.49727 1.71116
H -5.22018 4.63269 0.99136
H 8.15207 -0.49343 -1.92843
H 3.35984 -1.99127 0.59999
H 7.86166 -5.88638 2.31157
H 10.40146 -1.60642 -0.00517
H -6.76560 2.63342 -1.71559

# 6
58
Properties=species:S:1:pos:R:3 method="wB97M-V/def2-TZVPD" e_lumo_ev=-4.6 homo_lumo_gap_ev=6.48 e_homo_ev=-11.1 charge=+1
S -0.89471 1.51190 0.48023
S -0.51407 6.68467 1.41955
P 0.47275 5.25949 2.17048
O 0.15300 0.69825 -0.05567
O 4.46356 1.69158 -0.76262
O -3.84396 -1.14970 2.52318
O -1.94831 -4.38382 -0.58636
O -2.19808 1.51034 -0.09043
N -0.40856 3.14738 0.30842
N 1.44778 4.31128 1.00392
N 1.69703 2.88627 -0.83616
C -3.80183 -1.32618 1.10044
C -0.99055 1.22555 2.21586
C -5.19954 -0.94114 2.93964
C 5.06407 2.15314 -1.98582
C -1.53166 -5.48162 -1.40296
C 5.11659 0.48189 -0.33101
C -0.00664 -3.70838 -1.74717
C -5.23940 -1.50666 0.63987
C 5.96730 0.02298 -1.50447
C 6.34500 1.35190 -2.15601
C -1.17232 -3.22823 -0.89244
C -0.63715 -4.88867 -2.48430
C 0.95930 3.43453 0.16882
C -5.99674 -0.66946 1.67036
H 0.08870 -5.60464 -2.86627
H -1.74685 0.43740 2.30422
H -0.03487 0.85748 2.57730
H 1.55047 5.53511 3.02299
H 2.44319 3.51553 -1.12185
H -1.80140 -2.51821 -1.44292
H 4.35427 -0.24157 -0.04169
H 5.73269 0.70972 0.54293
H -0.97264 3.59725 -0.41078
H 4.37156 1.96870 -2.81386
H -2.41753 -5.97687 -1.80045
H 2.11167 1.96971 -0.64744
H 5.37430 -0.58181 -2.19269
H -1.23895 -4.53157 -3.32234
H -5.55632 -1.84196 3.44765
H -5.22440 -0.11324 3.64929
H -3.36293 -0.42649 0.66126
H -0.19350 4.19547 2.78286
H -1.34603 2.10598 2.74279
H -0.98267 -6.19843 -0.78401
H -0.85927 -2.76140 0.04400
H -5.53004 -2.55583 0.71442
H 0.81238 -4.05430 -1.11291
H 6.63925 1.25739 -3.19924
H -5.39452 -1.18135 -0.38741
H 6.82662 -0.56449 -1.18789
H -7.04576 -0.94296 1.76928
H -3.17148 -2.18470 0.86689
H 0.37600 -2.93189 -2.40858
H 5.23869 3.22776 -1.90639
H 7.16423 1.82313 -1.61059
H -5.94294 0.38970 1.40833
H 2.43526 4.53409 0.91780

# 7
59
Properties=species:S:1:pos:R:3 method="wB97M-V/def2-TZVPD" e_lumo_ev=0.6 homo_lumo_gap_ev=8.24 e_homo_ev=-7.7 charge=0 smiles="O=C(F)C[PH4].CN(C)C=O.CN(C)C=O.CN(C)C=O.CN(C)C=O" e_above_lowest_kcal_mol=65.9
P 0.37891 2.03644 -0.65916
F -0.52357 -1.50081 -1.37534
O -0.17054 -0.32439 -3.57413
O 3.39443 2.33023 -0.91089
O -0.45995 1.19089 1.77290
O 4.17337 -2.94108 2.50867
O -6.93072 -0.43746 2.51782
N 5.34292 2.61309 -2.12827
N -7.29320 -0.95922 0.29183
N -2.41917 1.09527 3.00211
N 3.81089 -3.46284 0.28268
C 3.00599 -3.26691 -0.90555
C 4.94250 -4.36448 0.21834
C -8.09810 -0.76329 -0.89641
C -7.56946 -0.31626 1.47970
C 4.49929 2.83726 -1.06113
C 4.92222 1.70918 -3.17879
C 0.07584 -0.47415 -2.27047
C 3.53463 -2.81988 1.47056
C -1.58934 0.75333 1.95558
C -1.95140 2.04822 3.98736
C -6.16159 -1.86086 0.22748
C -3.74579 0.53277 3.14985
C 1.19761 0.53590 -1.57506
C 6.63835 3.25238 -2.23471
H 3.99223 2.08238 -3.61837
H -1.04139 1.65946 4.45461
H -2.71367 2.21951 4.75230
H -7.46201 -0.36808 -1.69365
H -6.06832 -2.29390 -0.77217
H 6.82715 3.90519 -1.37806
H -3.80249 0.00631 4.10694
H -2.04358 0.02255 1.26634
H -0.59747 1.14171 -0.02709
H 5.03577 -4.79752 -0.78131
H -3.96882 -0.16834 2.34092
H 6.66542 3.84707 -3.15217
H -1.71416 2.99142 3.48587
H 5.85329 -3.81091 0.46650
H 0.14393 2.67954 -1.95312
H 3.64208 -2.87170 -1.70279
H 1.77360 -0.14931 -0.78515
H 7.41196 2.48017 -2.27490
H -6.29988 -2.65889 0.96330
H -0.19992 3.19578 0.02519
H 2.65439 -2.15902 1.40841
H -8.51608 -1.72609 -1.20368
H -8.91484 -0.06116 -0.70770
H 4.80421 -5.16251 0.95415
H 5.69032 1.63171 -3.95310
H -4.47845 1.34459 3.13360
H 1.94988 0.89333 -2.40266
H 4.73524 0.72194 -2.74524
H -5.25080 -1.30729 0.47565
H 2.58802 -4.22971 -1.21282
H 1.64359 2.17857 0.05608
H 2.18925 -2.56478 -0.71685
H 4.91711 3.54005 -0.32158
H -8.44970 0.34460 1.41756

# 8
60
Properties=species:S:1:pos:R:3 method="wB97M-V/def2-TZVPD" e_lumo_ev=0.4 homo_lumo_gap_ev=8.89 e_homo_ev=-8.5 charge=0 e_above_lowest_kcal_mol=155.3
P 1.17230 0.61481 3.01547
P 1.99114 1.53474 -4.46054
O 0.86037 0.54495 -3.85938
O 2.99324 1.81461 -3.21344
O -3.78088 -4.05574 2.53364
O 1.54234 2.62920 -5.33787
O 2.74561 0.37969 -5.29315
O 2.72472 0.33522 2.61140
O 0.35227 -0.83241 2.53902
O -1.21691 0.01698 1.22714
O 0.85883 1.73659 1.87193
O 0.97746 0.88571 4.47628
C -0.72875 -1.43199 3.14857
C -0.64945 -0.32814 -0.97159
C 3.40054 3.13258 -2.88880
C -3.58670 -3.40546 1.22827
C -0.25645 1.10849 -3.10862
C -3.47246 -3.14529 3.59428
C -3.42465 -1.99510 1.64736
C -1.74453 0.70364 -0.91564
C -2.06605 0.94917 0.57575
C 0.75567 1.36062 0.52504
C 3.93518 0.56806 -5.94326
C -0.79707 -1.06524 0.37620
C -2.76748 -2.02788 2.98808
C 3.78795 1.06775 3.06808
H -2.74000 -3.90248 0.75482
H 2.93970 3.93994 -3.45790
H 3.05094 3.29525 -1.86928
H -0.70752 -0.94677 -1.86715
H -2.54250 0.21103 -1.47124
H 4.40506 1.27439 2.19368
H -2.74962 -1.49363 0.95385
H -1.11016 1.00724 -3.77872
H -1.50581 -1.89105 0.43801
H -1.39027 1.59713 -1.42973
H 4.73269 -0.05168 -5.53339
H -1.73202 -2.30471 2.78988
H -3.12849 0.81220 0.77711
H -4.45206 -3.62114 0.60159
H -0.19667 2.16058 -2.82999
H 0.86608 0.30591 0.27306
H -1.66496 -1.23305 2.62699
H -0.87674 -1.09503 4.17456
H 4.49888 0.53972 3.70359
H 3.50399 1.96709 3.61458
H 0.12587 -1.51100 0.74713
H -4.29236 -1.35254 1.79667
H 1.52806 1.89563 -0.02750
H 4.22259 1.59637 -5.72397
H -4.34630 -2.67143 4.04145
H -2.84395 -3.53478 4.39514
H 4.48499 3.03296 -2.84255
H -1.71688 1.92963 0.89959
H -0.25018 1.62751 0.20082
H -2.74916 -1.03796 3.44396
H 3.85947 0.17678 -6.95778
H -0.47534 0.51867 -2.21851
H -0.66638 -2.51708 3.06607
H 0.31291 0.18100 -0.91914

Summary of electronic energy in eV
-60581.8316; -65405.4371; -50087.9220; -43680.6030; -125635.1995; -60712.1418; -43268.7036; -54113.0826
(order as listed above)